{"formula": "C66H165N11", "method": "wB97M-V/def2-TZVPD", "de_lowest_kcal_mol": 136.94, "energy_ha": -3215.61987, "smiles": "CCN(CC)CC.CCN(CC)CC.CCN(CC)CC.CCN(CC)CC.CCN(CC)CC.CCN(CC)CC.CCN(CC)CC.CCN(CC)CC.CCN(CC)CC.CCN(CC)CC.CCN(CC)CC", "species": ["C", "C", "N", "C", "C", "C", "C", "H", "H", "H", "H", "H", "H", "H", "H", "H", "H", "H", "H", "H", "H", "H", "C", "C", "N", "C", "C", "C", "C", "H", "H", "H", "H", "H", "H", "H", "H", "H", "H", "H", "H", "H", "H", "H", "C", "C", "N", "C", "C", "C", "C", "H", "H", "H", "H", "H", "H", "H", "H", "H", "H", "H", "H", "H", "H", "H", "C", "C", "N", "C", "C", "C", "C", "H", "H", "H", "H", "H", "H", "H", "H", "H", "H", "H", "H", "H", "H", "H", "C", "C", "N", "C", "C", "C", "C", "H", "H", "H", "H", "H", "H", "H", "H", "H", "H", "H", "H", "H", "H", "H", "C", "C", "N", "C", "C", "C", "C", "H", "H", "H", "H", "H", "H", "H", "H", "H", "H", "H", "H", "H", "H", "H", "C", "C", "N", "C", "C", "C", "C", "H", "H", "H", "H", "H", "H", "H", "H", "H", "H", "H", "H", "H", "H", "H", "C", "C", "N", "C", "C", "C", "C", "H", "H", "H", "H", "H", "H", "H", "H", "H", "H", "H", "H", "H", "H", "H", "C", "C", "N", "C", "C", "C", "C", "H", "H", "H", "H", "H", "H", "H", "H", "H", "H", "H", "H", "H", "H", "H", "C", "C", "N", "C", "C", "C", "C", "H", "H", "H", "H", "H", "H", "H", "H", "H", "H", "H", "H", "H", "H", "H", "C", "C", "N", "C", "C", "C", "C", "H", "H", "H", "H", "H", "H", "H", "H", "H", "H", "H", "H", "H", "H", "H"], "xyz": [[10.40680, -10.04225, 25.43365], [11.93714, -10.05143, 25.49937], [12.59670, -10.73819, 24.37675], [13.99596, -10.95177, 24.75943], [14.09047, -12.29451, 25.47729], [12.45418, -9.92667, 23.17397], [13.05248, -10.52071, 21.88722], [10.18781, -9.43438, 26.28458], [9.95521, -10.99118, 25.54806], [10.20211, -9.47702, 24.54933], [12.37543, -8.97258, 25.58808], [12.22565, -10.66699, 26.38696], [14.55398, -11.04337, 23.78336], [14.40522, -10.09710, 25.23935], [13.85991, -13.07334, 24.73282], [15.09139, -12.58010, 25.90744], [13.29178, -12.30013, 26.27028], [12.86135, -8.90609, 23.28331], [11.32023, -9.81154, 23.01334], [12.79103, -9.85779, 21.04737], [12.60353, -11.48835, 21.70153], [14.16325, -10.57063, 21.93153], [21.23108, -11.57888, 25.92821], [20.69765, -12.03730, 27.29181], [21.02581, -11.14685, 28.43356], [20.53439, -9.78217, 28.32045], [19.82250, -9.36431, 29.60751], [22.37354, -11.23000, 28.94016], [22.59716, -12.61854, 29.54811], [22.30489, -11.71373, 25.92958], [20.92120, -10.52373, 25.83738], [21.01246, -12.21918, 25.09592], [19.64831, -12.14266, 27.19041], [21.02234, -13.04998, 27.46642], [21.33548, -9.08263, 28.05177], [19.72660, -9.76858, 27.57933], [20.50043, -9.48995, 30.41931], [19.54530, -8.31858, 29.62315], [18.92969, -10.03937, 29.86183], [22.50530, -10.47767, 29.70891], [23.16291, -11.03475, 28.21158], [21.68229, -13.07463, 29.97053], [23.41271, -12.66814, 30.25537], [22.84251, -13.28697, 28.71648], [14.32745, -6.39005, 21.11199], [12.84350, -5.99960, 21.15484], [12.57063, -4.66766, 20.57216], [12.92993, -4.67936, 19.12969], [11.59413, -4.66784, 18.36534], [13.34994, -3.60999, 21.35826], [12.72311, -2.26186, 21.22637], [14.78249, -5.79951, 21.86308], [14.82918, -6.23699, 20.08030], [14.44107, -7.44648, 21.36592], [12.21908, -6.79089, 20.60618], [12.57165, -5.84574, 22.14294], [13.54370, -3.77474, 18.85887], [13.52566, -5.67010, 18.85872], [10.96897, -5.53594, 18.60979], [11.02132, -3.77190, 18.48158], [11.75013, -4.86223, 17.27784], [14.38896, -3.66840, 21.14065], [13.39322, -3.95117, 22.42061], [13.20719, -1.54534, 21.89577], [11.68565, -2.26998, 21.48635], [12.76510, -1.84657, 20.23240], [17.07802, -10.07286, 19.48853], [17.72705, -10.64560, 20.66244], [17.28123, -10.16275, 21.94316], [17.57726, -8.68494, 22.08928], [18.97516, -8.22937, 21.90337], [17.78060, -10.94923, 23.04928], [17.38570, -10.51627, 24.45755], [17.59982, -10.39250, 18.60432], [17.01318, -8.97847, 19.44468], [16.07560, -10.48873, 19.39684], [17.63878, -11.77507, 20.60713], [18.81101, -10.41266, 20.55159], [17.26582, -8.34283, 23.04017], [16.95931, -8.14403, 21.34125], [19.07532, -7.25814, 22.34689], [19.25646, -8.18862, 20.85683], [19.65948, -8.89665, 22.41360], [17.26800, -11.87964, 22.86189], [18.86393, -11.20728, 23.06432], [16.43366, -9.92256, 24.33856], [17.21029, -11.37315, 25.12021], [18.10047, -9.91686, 24.99820], [9.96159, -5.59166, 23.04506], [10.72576, -6.00147, 24.31650], [11.00327, -4.88288, 25.14511], [9.83499, -4.21349, 25.73029], [8.93488, -4.96042, 26.74032], [12.01477, -5.15901, 26.12287], [12.46221, -3.91497, 26.86688], [9.67336, -6.41119, 22.37449], [10.57175, -4.95910, 22.45277], [9.03108, -4.98498, 23.25053], [10.16569, -6.89710, 24.78953], [11.61401, -6.51352, 23.92381], [10.24899, -3.28279, 26.22512], [9.26787, -3.88359, 24.88683], [9.27147, -4.92821, 27.76066], [7.88882, -4.65698, 26.63891], [8.97113, -6.07296, 26.56975], [12.83012, -5.55586, 25.56305], [11.69249, -5.92432, 26.75645], [13.25277, -4.03419, 27.58698], [11.66305, -3.37363, 27.37665], [12.87776, -3.25434, 26.08921], [15.77031, -5.63537, 29.27539], [16.14695, -7.01931, 29.53213], [15.50650, -8.06036, 28.72520], [16.02575, -9.31205, 29.15756], [15.77424, -10.51582, 28.25165], [14.03662, -8.10115, 28.57263], [13.18924, -8.15894, 29.87841], [15.93349, -5.22291, 28.23855], [16.37085, -5.00425, 29.91063], [14.69030, -5.45750, 29.53340], [17.22469, -7.12766, 29.29836], [16.00390, -7.24631, 30.58398], [17.13512, -9.07125, 29.09336], [15.84081, -9.57658, 30.19589], [14.81895, -11.05200, 28.52764], [15.83508, -10.32778, 27.21829], [16.61841, -11.17451, 28.42824], [13.80372, -9.03074, 28.02605], [13.65601, -7.22989, 28.01596], [13.37227, -9.12675, 30.31448], [12.18552, -8.29293, 29.54923], [13.42723, -7.33598, 30.57694], [25.48221, -4.26563, 25.89015], [24.61634, -5.31302, 25.19793], [24.58445, -6.65601, 25.74968], [23.83831, -7.44992, 24.80468], [22.47543, -6.87468, 24.53188], [25.90091, -7.31728, 26.10357], [25.80113, -8.54015, 27.06280], [25.23343, -3.27891, 25.56294], [26.53714, -4.43397, 25.76369], [25.34310, -4.31462, 26.91211], [23.61147, -4.89210, 25.18579], [24.91356, -5.34341, 24.11783], [24.46386, -7.59550, 23.91795], [23.74413, -8.49100, 25.23134], [21.73416, -7.63194, 24.25263], [22.12789, -6.55478, 25.50532], [22.49260, -6.06649, 23.78209], [26.48626, -6.59333, 26.65796], [26.42579, -7.58276, 25.16198], [25.13549, -9.35461, 26.73988], [25.44618, -8.04817, 27.92568], [26.77374, -8.99890, 27.34808], [22.83738, -1.62715, 18.55886], [21.55584, -2.37623, 18.76469], [21.14628, -2.43580, 20.20600], [21.82040, -3.53863, 20.93983], [21.62966, -3.49733, 22.39894], [19.69751, -2.42744, 20.41514], [19.03880, -1.07176, 20.05863], [22.70742, -0.68395, 19.09195], [22.95447, -1.48829, 17.51357], [23.66728, -2.18024, 18.92016], [20.69652, -1.86710, 18.27057], [21.56788, -3.36149, 18.24923], [22.80141, -3.40386, 20.58978], [21.56626, -4.52655, 20.54209], [20.83771, -4.10702, 22.84260], [21.48694, -2.46698, 22.71913], [22.52462, -3.79586, 23.03734], [19.30727, -3.29968, 19.85373], [19.36800, -2.60740, 21.41839], [19.53544, -0.27618, 20.66639], [19.21331, -0.88198, 18.97044], [17.95213, -1.03667, 20.18388], [21.87356, -3.92841, 27.24527], [21.95936, -5.21979, 28.11521], [21.99634, -4.97432, 29.62682], [22.66009, -6.03887, 30.35729], [24.11445, -6.17042, 30.16413], [20.66629, -4.54946, 30.12388], [20.64138, -3.39131, 31.06266], [21.00442, -3.37334, 27.50918], [21.64464, -4.25590, 26.22657], [22.67550, -3.25351, 27.37097], [21.04581, -5.77521, 27.85745], [22.75914, -5.89482, 27.83128], [22.45768, -5.76431, 31.38313], [22.09234, -6.99702, 30.15180], [24.51372, -6.84673, 30.95627], [24.41057, -6.71031, 29.27643], [24.63707, -5.24638, 30.05667], [20.10342, -5.37218, 30.44735], [20.11077, -4.26683, 29.23431], [21.04969, -2.46773, 30.62915], [21.18754, -3.60923, 31.99473], [19.60677, -3.09553, 31.37041], [15.46869, -1.24194, 28.26691], [16.62575, -0.73803, 27.41960], [16.60010, -1.36169, 26.11849], [17.80449, -1.17312, 25.29398], [19.09411, -1.77324, 25.83983], [15.47345, -0.98921, 25.27806], [15.24478, -2.00187, 24.11217], [15.49854, -2.32613, 28.23250], [14.52018, -0.95617, 27.83518], [15.46118, -0.77135, 29.30760], [16.68942, 0.35698, 27.49516], [17.61200, -1.05779, 27.86611], [17.52805, -1.59013, 24.29814], [17.92324, -0.13761, 24.98298], [19.83631, -1.85006, 25.07410], [19.43451, -1.19749, 26.69119], [18.80407, -2.77624, 26.18026], [15.64886, 0.04089, 24.80584], [14.54626, -0.90750, 25.87682], [15.88066, -1.75818, 23.30735], [14.19748, -1.93734, 23.88678], [15.50479, -3.04344, 24.48899], [17.18940, -4.62841, 22.72106], [17.62433, -4.88419, 24.21168], [17.11666, -6.10707, 24.83971], [17.76511, -6.21234, 26.13570], [19.14697, -6.95016, 26.03853], [15.63670, -6.04413, 25.16807], [15.04554, -7.44638, 25.14060], [17.72171, -3.83157, 22.23726], [16.04874, -4.32289, 22.67355], [17.24247, -5.49345, 22.05706], [18.66569, -4.97941, 24.20256], [17.34790, -3.98118, 24.74910], [17.89313, -5.26036, 26.62930], [17.11287, -6.80006, 26.74589], [19.92237, -6.21164, 25.78085], [19.55896, -7.47263, 26.90298], [19.17283, -7.59125, 25.19637], [15.07442, -5.38496, 24.52558], [15.63460, -5.72702, 26.18732], [15.00652, -7.71565, 24.11730], [13.93351, -7.43430, 25.45502], [15.63767, -8.08726, 25.73365]], "atomic_forces_ev_per_a": [[2.22, 1.46, 0.30], [0.76, -0.60, 0.37], [-0.06, 0.81, 0.24], [0.20, -1.53, -2.58], [0.03, -0.33, 0.67], [-1.49, 0.04, -0.84], [0.22, 0.59, 0.35], [-0.88, 0.49, 0.58], [-0.40, -0.97, -0.33], [-1.08, 0.00, -0.51], [-0.83, -1.53, 0.10], [-0.08, 0.92, -0.32], [-0.28, 0.07, 1.10], [0.39, 0.77, 0.95], [-0.14, 0.23, 0.38], [-0.94, 0.66, -0.23], [0.98, -0.39, -0.56], [0.01, 0.04, 0.29], [1.69, -0.05, 0.05], [0.09, -0.19, 0.23], [0.17, -0.34, -0.10], [-0.72, -0.13, -0.13], [0.65, 0.43, 1.14], [0.80, 0.44, -0.27], [-0.44, -0.41, -0.86], [-1.24, -0.44, 0.13], [-0.67, -1.02, 0.34], [-0.18, -0.82, 0.77], [-0.28, -0.68, -0.85], [0.61, 0.76, 0.23], [0.38, -0.46, -0.71], [-1.13, -0.14, -0.44], [-1.33, 0.25, 0.29], [0.39, -0.29, 0.47], [-0.15, 0.14, -0.12], [0.46, 0.11, -0.44], [0.62, -0.10, 0.88], [-0.34, 0.29, -0.21], [1.22, 1.02, -0.66], [-0.18, 0.27, 0.21], [0.10, 0.10, -0.41], [0.36, 0.66, 0.11], [0.18, 0.10, 0.22], [0.24, -0.14, 0.17], [-0.23, -0.61, -1.69], [0.21, -0.40, -3.01], [1.71, 0.51, 0.22], [-0.24, -0.72, -0.30], [0.77, -1.50, -1.58], [-1.33, -2.13, 0.42], [0.46, 0.70, 0.33], [1.05, 0.42, 0.55], [-0.76, -0.14, 1.81], [0.10, 0.01, 0.08], [0.55, 1.17, 0.96], [-0.80, -0.60, 2.02], [-0.44, -0.96, 0.22], [-1.11, 2.22, 0.33], [0.11, 0.26, 0.58], [-0.21, 0.57, 0.25], [0.14, 0.55, 0.46], [1.12, 0.43, -0.88], [-0.69, 0.32, -0.41], [0.07, -0.01, -0.11], [-0.71, -0.29, 0.30], [0.24, 0.01, -0.54], [-1.63, 0.55, -1.23], [2.09, -1.41, 0.89], [0.01, 2.43, 0.60], [-1.38, -0.88, -1.48], [0.89, -0.51, -0.27], [0.27, -1.17, 0.36], [-1.50, 0.70, -0.33], [0.34, -0.12, -0.47], [0.08, -0.25, 0.19], [-0.31, 0.28, -0.05], [0.06, 1.16, 0.31], [-0.09, -0.46, 0.16], [-0.66, 0.05, 1.11], [0.03, -0.36, 0.54], [0.17, 0.67, 0.13], [0.22, 0.09, -0.18], [0.39, -0.15, 0.16], [0.06, -0.81, 0.19], [-0.16, 0.41, -0.46], [0.92, -0.63, 0.53], [-0.16, 0.01, -0.37], [0.43, 0.53, -0.16], [-1.50, 0.34, 0.47], [-1.65, -2.10, -1.27], [-0.33, 0.68, 0.49], [0.73, 0.97, 0.65], [0.35, -1.76, -0.91], [0.39, 1.05, -0.26], [0.19, 0.77, -0.78], [0.08, -0.13, 0.49], [0.74, 0.78, -0.57], [0.83, -0.85, -0.08], [0.48, 1.27, -0.05], [0.41, 0.48, 0.51], [-0.81, -0.96, -0.74], [-0.64, 0.31, -0.29], [0.10, 0.66, 0.55], [0.24, 0.07, 0.22], [-0.22, 0.90, -0.31], [0.96, -0.31, -0.25], [-0.54, -1.48, 1.59], [0.36, -0.59, 0.30], [0.08, -0.20, 0.00], [-0.19, 0.15, 0.28], [-1.76, 2.19, -1.02], [0.58, -1.54, -0.84], [-1.53, 0.55, -0.55], [2.67, -0.09, -1.20], [-0.67, -0.73, 2.00], [-0.13, 0.58, 0.83], [1.61, -0.44, -0.66], [-0.16, -0.82, 0.85], [0.10, 0.37, 0.40], [0.88, 0.02, -0.23], [-0.30, -0.02, 0.36], [0.10, 0.01, 0.59], [-0.99, -0.89, 0.35], [-0.32, 0.00, 0.47], [0.99, 0.45, -0.53], [-0.32, 0.67, -1.36], [-0.07, -0.55, 0.25], [0.11, 0.59, -0.16], [0.48, -0.28, -0.21], [0.44, -0.27, 0.82], [-1.15, 0.79, 0.06], [-0.60, -0.43, -0.34], [0.30, -1.08, -1.19], [0.97, 0.90, -0.70], [0.66, -0.44, 1.13], [0.41, -2.20, 0.56], [-0.49, -0.35, -0.22], [-0.50, 0.01, -0.97], [0.22, 0.19, -1.00], [-0.15, 0.59, -0.36], [0.53, -0.02, -0.41], [-0.59, 0.02, 2.39], [-0.07, -0.31, 0.16], [-0.01, -0.06, 0.32], [-0.13, 0.11, -0.57], [-0.12, 0.97, -0.32], [0.35, -0.01, -0.38], [-0.26, 0.64, 0.13], [-0.23, -0.31, 0.46], [0.20, 0.28, -0.21], [0.00, 0.15, 0.28], [0.11, 0.44, 0.08], [-0.81, -0.16, 1.41], [-0.41, 0.53, -0.60], [-1.18, 0.36, 0.59], [-2.16, -0.39, 0.57], [0.07, -0.23, 0.45], [-1.00, 0.22, -1.93], [1.23, 0.19, 2.88], [-0.50, 0.01, -1.26], [0.95, -0.05, -1.03], [0.49, 0.07, -0.19], [0.35, 0.42, -1.01], [0.90, -0.34, 0.48], [0.87, -0.08, 0.12], [0.12, 0.02, 0.56], [1.80, 0.01, 0.33], [-0.49, -0.22, -0.16], [-0.27, 0.08, -0.53], [-0.29, 0.19, -0.01], [-0.65, 0.11, -1.19], [-0.54, 0.40, -0.16], [0.69, -0.30, 0.93], [-0.48, -0.54, -0.55], [-0.15, 0.28, 0.90], [0.20, -0.23, 0.29], [-0.69, -1.96, 0.52], [-0.75, 0.74, 1.21], [0.18, 0.91, -2.31], [-2.64, -0.01, -0.01], [1.20, -1.78, -0.04], [1.03, 0.40, -2.00], [-0.30, 1.01, 1.30], [-0.89, 0.45, 0.50], [0.61, 0.26, -0.16], [1.26, 0.45, -0.25], [-0.10, -0.18, 0.23], [0.51, 0.27, -0.03], [0.04, -0.28, 0.59], [0.71, 0.33, 0.33], [-0.02, 0.90, -0.20], [-0.36, -0.21, -0.65], [0.29, 0.85, 0.60], [-0.76, -1.55, 1.14], [-0.08, 0.28, -0.24], [0.21, -0.43, -0.05], [-0.08, 0.15, -0.27], [0.59, -0.57, -0.27], [0.13, 0.80, 1.00], [1.40, -0.46, 1.10], [0.27, 0.31, -0.94], [-0.47, -0.29, -1.03], [-1.71, -0.34, 0.45], [-0.44, 0.62, -0.64], [0.10, -0.66, 2.74], [-0.03, -0.20, 0.58], [-0.29, 0.17, -0.14], [0.25, -0.99, -1.23], [-0.25, 0.23, -0.70], [-1.04, 0.14, -0.11], [0.61, -0.37, 0.79], [0.20, 0.78, 0.48], [0.58, 0.05, -0.37], [0.39, 0.03, 0.09], [0.45, 0.05, 0.05], [-0.27, -0.92, 0.58], [0.58, -0.12, -0.29], [0.35, 0.10, -1.24], [-0.42, -0.21, -0.61], [-0.50, 1.27, -0.49], [-2.87, -0.39, 0.80], [-1.71, -0.01, -2.05], [-1.17, 0.87, -0.21], [1.68, -2.02, -0.04], [0.27, 1.92, 0.01], [1.14, -0.89, -0.15], [-2.30, 1.76, -0.10], [0.45, 0.51, 0.10], [2.19, -0.47, 0.20], [0.27, -0.22, 0.30], [1.79, 0.02, 0.15], [0.03, 0.22, 0.52], [0.00, 0.67, 0.20], [-0.28, -0.52, 0.63], [-0.14, 0.01, 0.15], [-0.59, 0.06, 0.24], [-0.36, -1.02, -0.79], [0.02, 0.40, -0.27], [-0.77, 0.94, 0.65], [0.23, -0.88, -1.10], [1.82, -0.07, -0.04], [0.40, -0.99, 0.68]]}